[1]
The following is a quantum chemistry calculation of a gas-phase ion, C2H2NO2S2 (charge -1) at a distorted geometry, from OMol25.

Summary:
- E_HOMO (eV) = -4.39
- charge = -1
- relative energy (zero: lowest compared OMol25 entry of this formula, charge and spin) (kJ/mol) = 36.9

Each line ends with the Mulliken charge.
CARTESIAN COORDINATES (ANGSTROEM)
1 N -0.275 0.329 -0.823  -0.377
2 C -0.974 1.285 -0.051  0.413
3 S -0.344 2.771 0.111  -0.528
4 O -1.989 1.007 0.542  -0.216
5 C -2.749 -0.333 0.313  0.333
6 O -2.078 -1.322 0.529  -0.561
7 S -4.204 -0.067 -0.339  -0.467
8 H -0.663 -0.578 -1.114  0.217
9 H 0.511 0.719 -1.300  0.186

=====

[2]
The following is a quantum chemistry calculation of 2 unconnected molecules or ions with the total composition C2H2NO3 at a distorted geometry, from OMol25.

Summary:
- E_HOMO (eV) = -5.82
- charge = -1
- relative energy (zero: lowest compared OMol25 entry of this formula, charge and spin) (kJ/mol) = 68.7

Each line ends with the Mulliken charge.
CARTESIAN COORDINATES (ANGSTROEM)
1 C 2.146 0.121 0.245  0.074
2 C 0.602 0.030 0.140  0.821
3 N 3.285 0.006 0.091  -0.473
4 O 0.017 1.044 -0.369  -0.768
5 O 0.130 -1.096 0.381  -0.695
6 O -2.452 -0.088 -0.298  -0.682
7 H -1.922 -0.678 0.178  0.329
8 H -1.806 0.661 -0.369  0.393

=====

[3]
The following is a quantum chemistry calculation of a gas-phase ion, C2H2NO3 (charge -1) at a distorted geometry, from OMol25.

Summary:
- E_HOMO (eV) = -5.07
- charge = -1
- relative energy (zero: lowest compared OMol25 entry of this formula, charge and spin) (kJ/mol) = 125.2

Each line ends with the Mulliken charge.
CARTESIAN COORDINATES (ANGSTROEM)
1 H 1.810 -0.034 -1.458  0.231
2 N 1.832 -0.067 -0.410  -0.733
3 C 0.775 0.158 0.236  0.227
4 O -0.293 0.672 -0.376  -0.440
5 C -1.488 -0.121 0.155  0.551
6 O -2.547 0.404 -0.102  -0.652
7 O -1.062 -1.106 0.712  -0.636
8 H 0.973 0.093 1.242  0.453

=====

[4]
The following is a quantum chemistry calculation of 2 unconnected molecules or ions with the total composition C2H2NO3 at a distorted geometry, from OMol25.

Summary:
- E_HOMO (eV) = -2.13
- charge = -1
- relative energy (zero: lowest compared OMol25 entry of this formula, charge and spin) (kJ/mol) = 369.3

Each line ends with the Mulliken charge.
CARTESIAN COORDINATES (ANGSTROEM)
1 C 1.305 0.700 0.304  -0.395
2 C -1.512 -1.516 -0.003  0.691
3 N 0.687 1.734 -0.121  -0.361
4 O -2.296 -0.991 0.705  -0.376
5 O -0.884 -2.094 -0.802  -0.363
6 O -0.479 1.595 -0.691  -0.594
7 H 0.833 -0.213 0.253  0.124
8 H 2.345 0.784 0.356  0.273

=====

[5]
The following is a quantum chemistry calculation of a gas-phase ion, C2H2NO3 (charge -1) at a distorted geometry, from OMol25.

Summary:
- E_HOMO (eV) = -4.79
- charge = -1
- relative energy (zero: lowest compared OMol25 entry of this formula, charge and spin) (kJ/mol) = 17.9

Each line ends with the Mulliken charge.
CARTESIAN COORDINATES (ANGSTROEM)
1 O -0.074 1.175 -2.000  -0.606
2 C 0.312 0.443 -1.104  0.094
3 N 0.002 0.558 0.211  -0.202
4 C -0.100 -0.651 1.103  0.575
5 O 0.631 -1.575 0.725  -0.700
6 O -0.845 -0.580 2.071  -0.695
7 H 0.935 -0.457 -1.257  0.313
8 H -0.860 1.086 0.252  0.222

=====

[6]
The following is a quantum chemistry calculation of 2 unconnected molecules or ions with the total composition C2H2NO3S at a distorted geometry, from OMol25.

Summary:
- E_HOMO (eV) = -3.60
- charge = -1
- relative energy (zero: lowest compared OMol25 entry of this formula, charge and spin) (kJ/mol) = 323.6

Each line ends with the Mulliken charge.
CARTESIAN COORDINATES (ANGSTROEM)
1 C -0.577 1.079 -0.092  0.586
2 C -1.451 -0.138 0.090  -0.414
3 N 1.162 -0.790 -0.859  -0.514
4 O -0.275 2.083 -0.724  -0.568
5 O 3.208 -1.392 0.539  -0.548
6 O -0.529 0.428 1.037  -0.292
7 S 2.305 -0.373 0.006  0.162
8 H -2.579 0.182 0.212  0.177
9 H -1.264 -1.079 -0.210  0.411

=====

Number 1: LUMO level 3.56 eV. Number 2: LUMO level 4.38 eV. Number 3: LUMO level 4.51 eV. Number 4: LUMO level 3.50 eV. Number 5: LUMO level 4.25 eV. Number 6: LUMO level 3.81 eV.